Arrangement a

Formula: C7H8
Source: the OMol25 dataset
Level of theory: wB97M-V/def2-TZVPD

Computed properties:
HOMO level	-8.917	eV
SMILES	C=C1CCC2=C[C@@H]12
HOMO-LUMO gap	10.00	eV

```
! wB97M-V def2-TZVPD RIJCOSX def2/J DEFGRID3
* xyz 0 1
C -1.531 0.192 -0.181
C 0.312 -1.119 0.197
C -1.100 -1.221 -0.290
C 0.816 0.270 -0.245
C -1.482 1.314 0.491
C 1.964 0.794 0.088
C -0.425 1.139 -0.574
H -0.452 1.621 -1.553
H -1.513 -1.881 0.493
H -1.197 -1.612 -1.344
H -1.570 1.896 1.389
H 2.808 0.027 0.244
H 0.819 -2.051 -0.198
H 0.401 -1.224 1.293
H 2.150 1.855 0.188
*
```

Arrangement b

Formula: C7H8
Source: the OMol25 dataset
Level of theory: wB97M-V/def2-TZVPD

Computed properties:
HOMO level	-8.810	eV
SMILES	Cc1ccccc1
HOMO-LUMO gap	9.85	eV

```
! wB97M-V def2-TZVPD RIJCOSX def2/J DEFGRID3
* xyz 0 1
C -0.237 0.581 0.428
C -0.427 -0.722 0.881
C 0.376 0.649 -0.820
C 0.047 -1.857 0.195
C 0.762 -1.664 -1.045
C 0.609 -0.426 -1.646
C -0.592 1.839 1.104
H 1.174 -2.564 -1.502
H 0.028 -2.899 0.516
H -1.148 1.748 2.051
H 0.558 1.646 -1.231
H 0.507 -0.443 -2.718
H -1.256 2.485 0.443
H -0.661 -0.831 1.936
H 0.259 2.459 1.408
*
```

Which structure is most stable? arrangement b, by 0.1288 hartree over the runner-up.

Arrangement a

Formula: C7H8
Source: the OMol25 dataset
Level of theory: wB97M-V/def2-TZVPD

Computed properties:
HOMO level	-8.165	eV
SMILES	C=C1[C@H]2[C@@H]3[C@@H](C)[C@@]132
HOMO-LUMO gap	9.19	eV

```
! wB97M-V def2-TZVPD RIJCOSX def2/J DEFGRID3
* xyz 0 1
C -2.104 -0.477 -0.128
C -0.036 1.074 -0.601
C 1.878 -0.027 -0.018
C 1.212 1.238 0.236
C 0.449 -0.221 -0.109
C 3.022 -0.666 -0.087
C -0.888 0.270 0.360
H -2.328 -1.314 0.532
H 3.066 -1.724 -0.270
H -1.939 -0.862 -1.132
H -0.242 1.460 -1.577
H -2.968 0.186 -0.146
H 3.952 -0.136 0.006
H 1.146 1.636 1.243
H -0.984 0.653 1.374
*
```

Arrangement b

Formula: C7H8
Source: the OMol25 dataset
Level of theory: wB97M-V/def2-TZVPD

Computed properties:
HOMO level	-9.936	eV
SMILES	C#CC[C@H](C)C#C
HOMO-LUMO gap	10.95	eV

```
! wB97M-V def2-TZVPD RIJCOSX def2/J DEFGRID3
* xyz 0 1
C 2.936 0.769 -0.201
C -1.771 0.130 0.621
C -0.345 -0.064 0.320
C 1.761 0.940 -0.404
C -2.907 0.178 1.022
C 0.303 1.060 -0.520
C -0.093 -1.447 -0.315
H 3.978 0.620 -0.021
H 0.156 -0.030 1.295
H -0.020 2.046 -0.168
H -3.916 0.193 1.370
H 0.000 0.977 -1.571
H 0.893 -1.820 -0.023
H -0.126 -1.385 -1.411
H -0.849 -2.169 0.007
*
```

Which structure is most stable? arrangement b, by 0.0656 hartree over the runner-up.